Entry 1:
100
Properties=species:S:1:pos:R:3:forces:R:3 method="wB97M-V/def2-TZVPD" spin_multiplicity=8 charge=+1 gap_ev="8.5 / 5.4" homo_energy_ev="-10.55 / -10.48"
O 0.8341 -2.5154 -2.6490 0.9 -0.1 -0.5
O -2.4421 -2.4260 -6.2854 0.3 0.4 0.7
C 2.2137 -2.9620 -3.1099 -0.8 0.2 0.2
C 2.8414 -3.8585 -2.0868 0.2 -0.3 0.3
H 2.7678 -2.0331 -3.2636 -0.3 -0.1 0.1
H 2.0474 -3.4582 -4.0686 0.1 0.2 0.1
H 2.8382 -3.3873 -1.0981 0.1 -0.1 -0.4
H 3.8847 -4.0537 -2.3686 -0.3 0.0 0.0
H 2.3201 -4.8206 -2.0326 0.1 0.1 0.0
C -0.2256 -3.5136 -2.4323 0.5 0.0 0.2
C -0.3053 -4.4745 -3.5918 -0.3 -0.1 -0.4
H -1.1550 -2.9580 -2.2965 0.1 0.1 -0.1
H 0.0241 -4.0177 -1.4913 -0.1 0.0 -0.2
H -0.6259 -3.9840 -4.5212 0.1 0.0 0.2
H -1.0629 -5.2315 -3.3661 0.1 0.1 0.1
H 0.6353 -5.0047 -3.7729 -0.2 0.1 0.1
C -3.1289 -1.9501 -5.1255 -0.2 0.1 -0.3
C -1.5133 -1.4359 -6.7161 0.1 0.0 -0.2
C -3.9949 -3.0337 -4.5092 0.1 0.0 0.2
H -3.7644 -1.0922 -5.4208 0.3 -0.2 0.1
H -2.4082 -1.5881 -4.3606 -0.1 0.0 -0.3
H -4.4927 -3.6451 -5.2687 0.1 0.2 0.1
H -4.7621 -2.5535 -3.8903 0.1 -0.2 -0.1
H -3.4008 -3.6847 -3.8528 -0.2 0.0 -0.3
C -0.8277 -1.8477 -8.0056 0.0 0.0 0.1
H -0.7471 -1.2687 -5.9308 -0.3 0.0 -0.1
H -2.0444 -0.4801 -6.8840 0.1 -0.2 0.2
H -0.1595 -2.7039 -7.8615 -0.2 0.1 0.0
H -0.2243 -1.0027 -8.3564 -0.1 -0.2 0.0
H -1.5670 -2.0916 -8.7751 0.1 0.0 0.1
H 0.7364 -1.4322 -2.4931 -0.2 0.0 -0.4
N 1.6959 1.1906 1.1249 0.1 0.2 0.3
C 1.5199 2.4456 1.5561 0.1 -0.7 -0.6
C 0.3340 3.1660 1.3289 0.0 0.2 -0.1
C -0.9585 2.6766 1.0794 -0.2 -0.7 0.0
C 2.6434 3.1349 2.2810 0.0 0.5 0.0
H 3.5597 3.1546 1.6756 -0.2 -0.1 0.2
H 2.8701 2.6452 3.2380 0.0 0.0 -0.3
H 2.3505 4.1670 2.4962 0.1 -0.2 0.0
C -2.0779 3.6883 1.1400 0.0 0.4 0.2
H -2.6657 3.5811 2.0636 0.1 -0.1 -0.3
H -2.7625 3.6115 0.2843 0.2 -0.2 0.3
H -1.6454 4.6963 1.1423 -0.2 -0.2 0.0
N -1.2423 1.3768 0.8710 0.4 0.2 0.3
C 2.8843 0.4594 1.4730 0.4 0.2 0.1
C 3.9501 0.3871 0.5514 -0.5 -0.1 0.5
C 3.8777 1.0986 -0.7641 0.3 0.2 -0.5
C 5.0591 -0.3884 0.8715 0.0 0.0 0.2
H 5.8761 -0.4518 0.1473 -0.2 0.0 0.3
C 5.1235 -1.0579 2.0917 0.0 -0.1 0.1
H 5.9990 -1.6607 2.3317 -0.2 0.2 0.0
C 4.0703 -0.9719 3.0049 0.1 0.1 -0.3
H 4.1167 -1.4900 3.9634 0.1 0.1 -0.3
C 2.9359 -0.2173 2.7055 0.0 0.0 -0.5
C 1.7695 -0.1747 3.6474 -0.1 -0.1 0.7
C -2.5358 0.8679 1.2228 -0.6 0.3 -0.3
C -3.4851 0.6029 0.2143 0.2 0.1 0.7
C -3.1460 0.8351 -1.2250 -0.2 0.0 -0.5
C -4.7605 0.1744 0.5772 0.0 -0.2 0.2
H -5.4955 -0.0045 -0.2115 0.2 0.0 0.3
C -5.0922 -0.0160 1.9200 0.2 0.1 0.1
H -6.0905 -0.3553 2.1953 0.2 0.1 -0.1
C -4.1365 0.2204 2.9148 -0.1 -0.1 -0.5
H -4.3780 0.0704 3.9665 0.0 0.0 -0.3
C -2.8540 0.6560 2.5804 0.0 0.0 -0.5
C -1.8318 0.8964 3.6476 0.1 0.0 0.5
Gd 0.2965 -0.0363 -0.2547 -0.4 1.8 -0.2
H 3.3112 0.5216 -1.5166 0.1 0.2 0.2
H 4.8930 1.2285 -1.1685 -0.3 -0.1 0.1
H 3.4330 2.0996 -0.6860 0.1 -0.3 0.0
H 1.4245 0.8499 3.8486 0.0 -0.3 -0.2
H 2.0685 -0.6057 4.6139 -0.1 0.1 -0.2
H 0.9151 -0.7720 3.2875 0.3 0.3 0.0
H -4.0130 0.5668 -1.8470 0.4 0.1 0.1
H -2.3004 0.2094 -1.5729 -0.2 0.2 0.0
H -2.9006 1.8890 -1.4313 0.0 -0.4 0.1
H -0.9405 0.2682 3.5120 -0.3 0.3 -0.1
H -2.2668 0.6433 4.6233 0.2 0.1 -0.2
H -1.5074 1.9467 3.6965 0.0 -0.3 -0.1
H 0.4116 4.2407 1.4734 -0.1 -0.2 0.1
C 0.7881 0.1781 -2.9098 -0.6 -0.7 0.5
Si 0.5503 1.9687 -3.4270 0.1 0.3 -0.2
H 1.8412 -0.0509 -3.1098 0.0 0.0 -0.2
H 0.1670 -0.2741 -3.7092 0.3 0.0 0.1
C 1.6891 2.2953 -4.8910 0.0 -0.1 0.0
C 0.9038 3.2793 -2.1322 0.0 0.1 0.1
C -1.2220 2.2040 -3.9995 -0.1 0.0 0.0
H -1.6522 1.2567 -4.3525 0.0 0.2 0.0
H -1.2524 2.9188 -4.8332 0.0 -0.1 0.2
H -1.8593 2.5977 -3.1992 0.1 -0.1 -0.2
H 2.7089 1.9280 -4.7048 -0.2 0.1 -0.1
H 1.7424 3.3756 -5.0837 0.0 -0.2 0.0
H 1.3053 1.8018 -5.7958 0.1 0.1 0.2
H 1.7215 3.0229 -1.4473 -0.2 0.1 -0.1
H 0.0097 3.5072 -1.5357 0.2 0.0 0.0
H 1.1933 4.2002 -2.6645 -0.1 -0.2 0.2
O -0.0991 -1.8492 1.0986 1.0 -1.2 -0.2
C 0.9927 -2.4022 0.7183 0.1 1.4 -0.6
O 1.7733 -1.8002 -0.1132 -0.7 -1.3 1.3
H 1.2866 -3.3942 1.0910 -0.1 0.1 0.1

---

Entry 2:
100
Properties=species:S:1:pos:R:3:forces:R:3 method="wB97M-V/def2-TZVPD" spin_multiplicity=3 gap_ev="6.0 / 7.9" homo_energy_ev="-5.42 / -7.36"
O 0.8394 -2.1472 0.0797 1.0 -1.0 -1.9
O -1.9861 -2.0396 -4.8622 -1.0 0.3 -0.9
C 2.2235 -2.2703 -0.4488 -0.7 0.1 0.1
C 2.9864 -3.4152 0.1874 0.0 0.0 -0.2
H 2.7627 -1.3244 -0.3125 -0.6 -0.2 0.4
H 2.1602 -2.3984 -1.5389 0.0 0.0 0.4
H 3.1001 -3.3313 1.2650 -0.1 0.3 0.1
H 3.9826 -3.3617 -0.2478 0.2 -0.3 0.0
H 2.5438 -4.3970 -0.0122 0.2 0.2 -0.2
C 0.0504 -3.3170 -0.4264 0.6 0.2 1.2
C 0.1203 -3.5825 -1.9084 0.0 0.0 -0.4
H -0.9774 -3.1787 -0.1236 0.0 0.5 0.0
H 0.4246 -4.1352 0.2003 -0.1 -0.2 -0.5
H -0.2917 -2.7687 -2.5112 0.1 0.2 0.2
H -0.5203 -4.4392 -2.1436 0.2 0.0 0.2
H 1.1245 -3.7992 -2.2782 -0.2 -0.2 0.0
C -3.0788 -1.6318 -4.0392 0.4 0.0 0.5
C -1.5143 -1.0736 -5.8143 0.6 -0.1 0.8
C -3.6784 -2.9161 -3.4591 0.2 0.1 -0.1
H -3.8594 -1.0335 -4.5621 0.6 -0.4 -0.1
H -2.6410 -0.9893 -3.2465 -0.5 -0.1 -0.1
H -4.1085 -3.5090 -4.2793 0.0 0.2 0.3
H -4.4534 -2.7140 -2.7032 0.3 0.0 -0.3
H -2.8655 -3.5114 -3.0110 -0.4 0.2 0.0
C -0.8052 -1.8576 -6.9132 -0.3 0.0 -0.1
H -0.7887 -0.4565 -5.2565 -0.2 0.2 -0.3
H -2.3194 -0.4103 -6.2133 0.4 -0.6 0.3
H -0.2806 -2.7312 -6.5125 -0.1 0.3 0.2
H -0.0771 -1.2580 -7.4628 -0.2 0.1 0.0
H -1.5602 -2.2278 -7.6089 0.1 -0.1 -0.1
H 0.2220 1.0423 -0.8830 -0.2 -1.2 0.4
N 1.6801 0.9044 2.0130 1.0 0.8 0.5
C 1.6003 2.1905 2.3987 0.2 -1.2 -0.6
C 0.4455 2.9383 2.1873 0.0 0.5 0.0
C -0.8350 2.4402 1.9561 -0.6 -1.2 0.3
C 2.7788 2.8499 3.0694 0.1 0.6 0.0
H 3.6801 2.8126 2.4465 -0.1 -0.1 0.1
H 3.0111 2.3803 4.0343 0.0 0.0 -0.3
H 2.5554 3.9065 3.2704 0.0 -0.3 -0.1
C -1.9596 3.4521 2.0289 0.0 0.6 0.1
H -2.4848 3.4125 2.9961 0.1 -0.2 -0.3
H -2.7036 3.3390 1.2324 0.1 -0.2 0.2
H -1.5482 4.4644 1.9430 0.0 -0.2 0.0
N -1.1252 1.1229 1.8310 0.3 1.2 0.1
C 2.9093 0.2068 2.2735 0.1 0.4 0.1
C 3.9343 0.1873 1.2961 -0.4 -0.4 0.5
C 3.8649 1.0394 0.0584 0.2 0.2 -0.3
C 5.0108 -0.6725 1.5019 0.0 -0.2 0.6
H 5.7819 -0.7562 0.7362 -0.1 0.0 0.2
C 5.1074 -1.4211 2.6838 -0.1 -0.1 -0.1
H 5.9400 -2.1115 2.8096 -0.1 0.2 0.0
C 4.1486 -1.2961 3.6974 0.4 0.2 -0.5
H 4.2524 -1.8468 4.6333 0.0 0.1 -0.2
C 3.0638 -0.4414 3.5185 0.0 -0.1 -0.6
C 2.0515 -0.2311 4.6040 -0.2 -0.1 0.5
C -2.4744 0.7926 2.1991 -0.1 0.5 -0.3
C -3.4814 0.7054 1.2223 0.3 -0.1 0.6
C -3.1581 0.9780 -0.2129 -0.2 0.0 -0.5
C -4.7685 0.3671 1.6278 0.1 0.0 -0.2
H -5.5339 0.2782 0.8504 0.1 0.0 0.4
C -5.0491 0.1304 2.9688 -0.3 -0.1 0.3
H -6.0611 -0.1632 3.2581 0.3 0.1 0.0
C -4.0599 0.2779 3.9419 0.0 0.0 -0.5
H -4.2719 0.1092 4.9979 -0.1 0.1 -0.3
C -2.7642 0.6422 3.5643 -0.3 -0.2 -0.3
C -1.7053 0.8613 4.6001 0.2 -0.1 0.5
Ti 0.2506 -0.5060 1.3372 0.3 2.5 -0.5
H 3.3373 0.5471 -0.7773 0.0 0.2 0.3
H 4.8847 1.2608 -0.2942 -0.3 -0.1 0.1
H 3.3652 1.9984 0.2498 0.1 -0.3 -0.1
H 1.7481 0.8236 4.6912 0.0 -0.4 -0.1
H 2.4907 -0.5340 5.5639 -0.1 0.1 -0.2
H 1.1469 -0.8378 4.4465 0.3 0.2 0.0
H -4.0873 1.1638 -0.7703 0.2 -0.1 0.1
H -2.6557 0.1162 -0.6768 0.0 0.2 0.1
H -2.5180 1.8620 -0.3450 -0.1 -0.3 0.1
H -0.8596 0.1723 4.4645 -0.2 0.3 -0.1
H -2.1316 0.6706 5.5946 0.1 0.1 -0.2
H -1.3179 1.8921 4.6012 0.0 -0.3 -0.1
H 0.5324 4.0196 2.2773 0.0 -0.3 0.2
C 0.3038 0.5510 -1.8739 -0.7 1.2 0.5
Si 0.3714 2.3319 -2.5851 -0.1 -1.6 1.8
H 1.1640 -0.0870 -1.9053 0.6 -0.1 -0.1
H -0.5881 -0.0398 -2.1078 0.1 0.2 0.2
C 1.8161 2.2591 -3.7173 -0.1 0.7 -0.7
C 0.7520 3.4457 -1.1044 0.2 0.3 -0.2
C -1.3899 2.6527 -3.0960 -0.2 0.4 -0.7
H -1.9268 1.7237 -3.3269 0.2 0.2 -0.1
H -1.3484 3.2649 -4.0052 -0.4 0.0 0.1
H -1.9767 3.1826 -2.3320 0.3 0.0 -0.2
H 2.6772 1.8407 -3.1879 -0.2 0.1 0.0
H 2.0563 3.2651 -4.0699 0.3 -0.2 -0.3
H 1.5591 1.5962 -4.5462 0.2 0.1 -0.2
H 1.6069 3.1237 -0.4983 0.0 -0.1 -0.3
H -0.0613 3.5454 -0.3744 0.0 -0.1 -0.4
H 0.9879 4.4488 -1.4850 0.0 0.0 0.2
O -0.1982 -1.7385 2.8711 -1.3 -2.0 0.6
C -1.2177 -2.1555 2.2096 0.6 1.7 -0.7
O -1.5093 -1.4934 1.1633 -1.1 -1.8 0.4
H -1.8306 -3.0320 2.4178 0.2 -0.2 0.7

---

Ordered E_tot results: -76076.968 -78363.916; unit eV.
Ordered ΔE to the lowest compared entry with this formula, charge and spin results: 0.000 0.000; unit eV.